This record from the Open Molecules 2025 dataset describes a structure of composition C28H39CoFN8O8. The level of theory is ωB97M-V/def2-TZVPD.

The geometry in XYZ format:
```
85
Properties=species:S:1:pos:R:3:lowdin_charge:R:1
Co 2.8907 -0.2866 0.5619 0.7789
O 3.7390 1.0425 -0.8392 -0.1529
C 4.6702 1.8110 -0.0747 -0.1946
C 5.6698 0.8811 0.6280 -0.1226
N 5.0340 -0.3998 1.0273 -0.1996
C 5.7502 -1.5608 0.4750 -0.0916
C 5.9684 -1.5860 -1.0552 -0.6877
O 6.7710 -2.4313 -1.4464 0.0014
O 5.3522 -0.7354 -1.7753 -0.0677
C 4.9421 -0.4839 2.4959 -0.1058
C 3.9946 0.6036 3.0394 -0.6467
O 4.2209 1.0814 4.1443 0.0154
O 3.0289 0.9049 2.2530 -0.0840
H 4.3218 0.3600 -1.3199 0.0430
H 4.0918 2.3791 0.6504 0.1098
H 5.2086 2.4984 -0.7332 0.1210
H 6.0768 1.3832 1.5094 0.1317
H 6.4968 0.6644 -0.0460 0.1231
H 5.1751 -2.4567 0.7247 0.1241
H 6.7323 -1.6778 0.9479 0.1299
H 5.9252 -0.3830 2.9655 0.1266
H 4.5196 -1.4558 2.7602 0.1243
C -3.2655 1.4497 4.5016 -0.0627
C -3.1713 0.1095 3.7860 -0.1877
N -2.1468 0.0992 2.7445 -0.0317
C -1.0042 -0.6114 2.9356 0.0473
C 0.0777 -0.6250 2.1161 0.0009
C 1.1538 -1.6661 2.4809 -0.5938
O 0.9064 -2.3738 3.4500 0.0332
O 2.1424 -1.7572 1.6924 -0.0695
C 0.0669 0.2403 0.9714 -0.2810
O 1.0129 0.5012 0.2138 -0.0054
C -1.2349 0.8613 0.6693 -0.0294
C -1.3858 1.5305 -0.5444 0.0980
C -2.5918 2.0787 -0.8751 -0.1914
F -2.7363 2.6777 -2.0840 0.0573
C -3.6895 2.0123 -0.0129 -0.1637
C -3.5349 1.3693 1.2012 0.0558
C -2.3159 0.7778 1.5563 -0.1231
N -4.9777 2.5486 -0.3288 -0.0958
C -5.0526 3.7412 -1.1491 -0.1561
C -6.4173 4.3788 -0.9740 -0.0835
N -7.4643 3.3737 -1.3835 0.0571
C -7.3504 2.1108 -0.5692 -0.0861
C -5.9516 1.5569 -0.7512 -0.1422
H -4.0583 1.4177 5.2494 0.0788
H -3.4771 2.2663 3.8115 0.0650
H -2.3264 1.6736 5.0064 0.0893
H -4.1310 -0.1887 3.3557 0.1149
H -2.8933 -0.6662 4.4961 0.1237
H -0.9568 -1.2277 3.8256 0.1439
H -0.5414 1.5921 -1.2191 0.1456
H -4.3768 1.3543 1.8793 0.1135
H -4.8802 3.5410 -2.2169 0.1305
H -4.2981 4.4584 -0.8309 0.1511
H -6.5393 5.2596 -1.6014 0.1388
H -6.6123 4.6292 0.0670 0.1410
H -7.3117 3.1376 -2.3676 0.1813
H -8.4002 3.7716 -1.3124 0.1824
H -8.1254 1.4221 -0.8990 0.1382
H -7.5183 2.3981 0.4673 0.1407
H -5.8041 1.2654 -1.8067 0.1444
H -5.8496 0.6532 -0.1546 0.1404
C 0.8293 -2.3994 -0.9726 -0.1750
N 2.2025 -1.9499 -1.2556 -0.0818
C 2.1851 -1.1880 -2.5216 -0.1627
N 1.6483 -1.9799 -3.6324 -0.0830
C 0.2991 -2.4113 -3.2837 -0.1894
N 0.2586 -3.2075 -2.0539 -0.0844
C 1.1284 -4.3743 -2.2467 -0.1806
N 2.4982 -3.9902 -2.5583 -0.0811
C 3.0209 -3.1666 -1.4658 -0.1396
C 2.4898 -3.1765 -3.7752 -0.1614
H 0.1928 -1.5256 -0.8381 0.1093
H 0.8373 -2.9811 -0.0509 0.1264
H 3.2059 -0.8926 -2.7553 0.1119
H 1.5703 -0.2956 -2.3796 0.1215
H -0.1083 -3.0101 -4.1029 0.1190
H -0.3298 -1.5255 -3.1484 0.1177
H 0.7296 -4.9791 -3.0653 0.1205
H 1.1227 -4.9711 -1.3322 0.1261
H 4.0379 -2.8784 -1.7091 0.1084
H 3.0131 -3.7472 -0.5408 0.1360
H 2.1092 -3.7798 -4.6033 0.1214
H 3.5108 -2.8643 -3.9980 0.1348
```

As for the spin multiplicity: 4. The calculation puts the total energy at -98314.337 eV. Its gap between HOMO and LUMO (alpha / beta) is 4.9 / 4.9 eV. The total charge is 0. For the HOMO energy (alpha / beta), the calculation gives -7.09 / -7.10 eV.